Record 1
C30H42BrClNO6P | ωB97M-V/def2-TZVPD

Calculated values
**Largest force on an atom**: 1.19 eV Å⁻¹
**E**: -5050.073182 Eh

The geometry in ORCA input format:
```
! RIJCOSX wB97M-V def2-TZVPD def2/J DEFGRID3
* xyz 0 1
C -5.7113 4.7376 0.3604
C -4.4599 5.0496 1.1170
O -4.2933 6.0243 1.7687
O -3.4767 4.0981 0.9967
C -2.6202 4.3597 -0.1445
C -1.1758 4.6315 0.3055
C -0.2894 3.4434 -0.0433
C 1.1521 3.5719 0.4638
C 2.1087 2.8104 -0.4700
C 3.3273 2.1872 0.2655
C 3.1538 0.6931 0.3967
C 2.9585 0.1612 1.6868
Cl 3.0379 1.1982 3.0910
C 2.7060 -1.2012 1.9445
C 2.5500 -1.7250 3.3411
C 3.8958 -2.2149 3.8922
O 3.7580 -3.2447 4.8456
C 2.5943 -2.0202 0.8189
C 2.7947 -1.5334 -0.4840
C 3.1380 -0.1751 -0.7316
P 3.4442 0.3456 -2.4903
N 4.1949 1.9002 -2.4083
O 4.7639 -0.5585 -2.9441
C 2.5549 -2.5657 -1.5566
O 3.1872 -2.7087 -2.5600
C 1.4177 -3.5110 -1.2849
C 0.5096 -3.8903 -2.4174
C -0.9156 -3.3396 -2.2612
C -1.1666 -1.9597 -2.8870
C -0.0785 -0.9204 -2.5835
C -2.5400 -1.4615 -2.4090
C -2.5042 -1.0044 -0.9446
C -3.6453 -1.5347 -0.1272
C -3.6042 -1.7131 1.1903
C -2.4242 -1.2553 2.0088
C -4.6893 -2.4129 1.9479
C 1.2943 -3.9579 -0.0407
Br -0.0041 -5.1920 0.5462
C 2.2315 -3.4639 0.9905
O 2.6574 -4.1571 1.8717
H -6.5028 5.3868 0.7072
H -5.9589 3.6873 0.4742
H -5.5129 4.9092 -0.6958
H -3.0256 5.1857 -0.7262
H -2.6618 3.4680 -0.7682
H -0.8561 5.5452 -0.1908
H -1.2367 4.7925 1.3779
H -0.7419 2.5532 0.3929
H -0.2753 3.3470 -1.1285
H 1.4152 4.6274 0.4555
H 1.2339 3.1740 1.4722
H 2.4655 3.4448 -1.2722
H 1.5356 2.0196 -0.9565
H 4.2472 2.4378 -0.2403
H 3.3750 2.6693 1.2289
H 2.1000 -0.9817 3.9859
H 1.8934 -2.5881 3.3230
H 4.4340 -1.4078 4.3807
H 4.5047 -2.5756 3.0619
H 3.0575 -3.8441 4.5732
H 4.4939 2.1168 -3.3549
H 5.0680 1.8119 -1.8854
H 5.1840 -0.0628 -3.6562
H 0.9522 -3.6116 -3.3689
H 0.4462 -4.9780 -2.4015
H -1.2126 -3.2970 -1.2166
H -1.6034 -4.0307 -2.7459
H -1.2188 -2.0879 -3.9684
H 0.6256 -0.8220 -3.4020
H -0.5454 0.0580 -2.4787
H 0.4452 -1.1300 -1.6567
H -3.2269 -2.3039 -2.4868
H -2.8714 -0.6628 -3.0680
H -2.4478 0.0824 -0.8507
H -1.5939 -1.3839 -0.4823
H -4.5813 -1.7693 -0.6214
H -1.6952 -2.0687 2.0558
H -2.7340 -0.9843 3.0128
H -1.9338 -0.4044 1.5474
H -5.3958 -1.7217 2.4068
H -5.2363 -3.1222 1.3345
H -4.2406 -2.9694 2.7703
*
```



Record 2
C30H42BrN2O7P2 | ωB97M-V/def2-TZVPD

Calculated values
**Relative energy (zero: lowest compared OMol25 entry of this formula, charge and spin)**: 93.2 kcal/mol
**Largest force on an atom**: 3.65 eV Å⁻¹
**E**: -5060.973495 Eh

The geometry in ORCA input format:
```
! RIJCOSX wB97M-V def2-TZVPD def2/J DEFGRID3
* xyz 1 1
C 1.1574 0.0944 1.6356
C 0.5857 1.5892 1.5802
C -0.9261 1.5813 2.0272
O -1.8309 2.1738 1.0766
C -2.5356 1.2374 0.3460
C -3.5162 0.3123 0.9669
C -3.8486 0.3658 2.5016
C -5.1158 1.3114 2.6314
C -4.8782 2.7588 2.6218
C -5.9943 3.7150 2.6964
C -7.3743 3.2287 2.7636
C -7.6238 1.7771 2.7993
C -6.4912 0.8386 2.7253
C -4.2367 -0.7083 0.1549
P -5.4459 -1.8929 1.0271
N -4.7781 -3.5093 1.0417
O -6.8601 -1.8577 0.0806
C -3.9985 -0.7721 -1.3223
C -4.7864 -1.8265 -2.1672
P -6.2784 -0.9490 -2.9488
O -7.5129 -1.7664 -2.7435
O -6.0254 -0.8722 -4.5927
O -6.5292 0.5604 -2.3265
C -3.0563 0.1734 -1.9525
C -2.3172 1.1602 -1.1131
C -1.3348 2.1296 -1.8416
O -0.5436 2.8355 -1.2516
C -1.3399 2.2876 -3.4010
Br -0.4095 3.7234 -4.3239
C -2.0398 1.3909 -4.1362
C -2.7972 0.1911 -3.4839
O -3.1819 -0.6687 -4.2499
H 0.3664 -0.6477 1.3360
H 1.5572 -0.1462 2.6526
H 2.0028 0.0053 0.8999
H 1.2205 2.2203 2.2651
H 0.7639 1.9630 0.5427
H -0.9927 2.1362 3.0101
H -1.2246 0.5247 2.2699
H -3.0557 0.8555 3.1176
H -4.0278 -0.6428 2.9544
H -3.8299 3.1451 2.5415
H -5.8296 4.8206 2.6862
H -8.2452 3.9246 2.7935
H -8.6847 1.4479 2.8438
H -6.7411 -0.2434 2.7448
H -3.7720 -3.5232 0.8674
H -5.2855 -4.1609 0.4375
H -7.4486 -1.2640 0.5904
H -5.2167 -2.6631 -1.5662
H -4.1574 -2.3032 -2.9688
H -5.4834 -1.6554 -4.8014
H -6.4831 0.5229 -1.3528
H -2.0657 1.5218 -5.2490
C 4.2537 1.2200 -0.5163
C 5.6381 1.5364 -1.0665
C 6.3071 0.3826 -1.8234
C 6.3305 -0.9978 -1.1742
N 7.2847 -1.2196 0.0186
C 6.4837 -1.7644 1.2103
C 6.4235 -3.2526 0.9570
C 7.8386 -3.5683 0.5103
C 8.2891 -2.3568 -0.2993
C 8.0516 -0.0078 0.4703
H 4.2727 0.3927 0.1964
H 3.8544 2.0897 0.0064
H 3.5618 0.9693 -1.3239
H 6.2729 1.8977 -0.2554
H 5.5521 2.3807 -1.7554
H 7.3137 0.6779 -2.1314
H 5.7501 0.2633 -2.7592
H 6.6122 -1.7171 -1.9419
H 5.3282 -1.2931 -0.8617
H 7.0472 -1.5444 2.1189
H 5.5132 -1.2719 1.2533
H 5.7063 -3.4885 0.1665
H 6.1365 -3.8104 1.8480
H 7.8947 -4.4912 -0.0671
H 8.4891 -3.6910 1.3792
H 8.2946 -2.5412 -1.3710
H 9.2871 -2.0367 -0.0034
H 7.3590 0.6902 0.9311
H 8.5776 0.4216 -0.3782
H 8.7726 -0.3201 1.2251
*
```



Record 3
C30H42F18KO18PbV | ωB97M-V/def2-TZVPD

Calculated values
**Relative energy (zero: lowest compared OMol25 entry of this formula, charge and spin)**: 54.2 kcal/mol
**Largest force on an atom**: 5.56 eV Å⁻¹
**E**: -6057.052673 Eh

The geometry in ORCA input format:
```
! RIJCOSX wB97M-V def2-TZVPD def2/J DEFGRID3
* xyz 0 3
Pb 2.7587 11.5687 19.8402
K -2.3628 13.5230 24.4307
V 0.3217 12.2849 22.2784
O 0.7240 10.4132 21.2112
C -0.4331 9.5652 21.0731
C -1.8027 10.4078 21.4590
O -1.7318 11.5835 22.3088
H -0.3410 8.6878 21.7132
H -0.5157 9.1588 20.0651
H -2.5860 9.7255 21.7890
H -2.1187 10.7821 20.4852
O 0.6924 11.7709 24.3388
C 2.0821 11.6528 24.6773
C 3.0186 12.3387 23.7000
O 2.6990 12.4268 22.3149
H 2.2716 10.5914 24.8374
H 2.3123 12.0783 25.6541
H 3.9795 11.8900 23.9521
H 3.2410 13.3870 23.8993
O 0.7044 13.1331 20.2124
C 0.1818 14.4276 20.1927
C -0.0855 15.1780 21.5786
O -0.2364 14.3478 22.6871
H -0.7866 14.4368 19.6925
H 0.7117 15.1473 19.5687
H -0.9456 15.8303 21.4275
H 0.7506 15.8486 21.7773
C 2.2405 16.8623 24.2007
C 1.1526 16.1407 25.0312
O 1.1401 16.7095 26.3492
C 0.2501 16.1686 27.2822
O -0.4585 15.2216 27.1559
C 0.2585 16.9812 28.6086
F 1.5141 17.3706 28.8846
F -0.5730 17.9459 28.4810
F -0.1048 16.1926 29.6396
H 2.3312 16.3304 23.2536
H 3.1763 16.9380 24.7544
H 1.8536 17.8750 24.0876
H 1.4673 15.1027 25.1389
H 0.1483 16.0913 24.6104
C 5.0187 16.3244 21.7811
C 4.1254 15.3786 21.0271
O 4.3197 15.7606 19.6995
C 3.7978 14.9545 18.7191
O 3.4745 13.8040 18.9984
C 3.8483 15.6273 17.3196
F 3.8228 14.7639 16.3040
F 2.7211 16.4407 17.2789
F 4.9454 16.3671 17.2061
H 4.7509 17.3273 21.4486
H 6.0793 16.0735 21.7984
H 4.6782 16.3191 22.8165
H 3.0951 15.6366 21.2721
H 4.4387 14.3434 21.1622
C -1.3134 16.9591 17.3808
C -0.5782 18.2513 17.4844
O 0.2831 18.3845 18.5551
C 0.0892 19.2971 19.4928
O -0.6979 20.2272 19.4347
C 1.0663 19.0977 20.6945
F 0.3743 18.8200 21.8132
F 1.9847 18.1287 20.5158
F 1.7753 20.2520 20.8868
H -1.9735 16.9823 16.5137
H -2.0339 16.7494 18.1714
H -0.6553 16.0921 17.3228
H -1.2975 19.0641 17.3837
H 0.0136 18.3131 16.5712
C 0.7600 13.4189 16.2203
C -0.4814 12.6308 16.7990
O -0.4524 11.2408 16.4039
C 0.4495 10.3502 16.9220
O 1.2629 10.7146 17.7710
C 0.2528 8.8103 16.5096
F -0.2436 8.1218 17.5441
F -0.5936 8.6913 15.4848
F 1.4374 8.2484 16.1855
H 0.8651 13.2940 15.1426
H 1.6393 13.0779 16.7667
H 0.5481 14.4656 16.4385
H -1.4382 13.0792 16.5316
H -0.4186 12.6670 17.8866
C -3.9151 12.9643 19.1789
C -3.8330 14.4014 19.7150
O -5.1302 14.9971 19.8973
C -5.9329 15.3140 18.8045
O -5.7072 15.0322 17.6124
C -7.3205 15.9207 19.2154
F -8.1005 14.8858 19.5953
F -7.1214 16.7806 20.2284
F -7.8816 16.6589 18.2591
H -4.4367 12.8105 18.2343
H -4.3561 12.3174 19.9372
H -2.8977 12.5919 19.0594
H -3.2068 14.9968 19.0504
H -3.3923 14.3169 20.7083
C -4.6389 21.1393 20.9540
C -3.2720 20.4088 20.8942
O -3.2305 19.3783 21.8738
C -3.7615 18.1818 21.7386
O -4.4714 17.9058 20.7592
C -3.7139 17.1780 22.8896
F -4.9482 16.9304 23.3635
F -3.3712 15.9595 22.5401
F -2.9424 17.7277 23.8281
H -4.7945 21.9115 20.2006
H -4.8672 21.6954 21.8633
H -5.4340 20.4065 20.8171
H -2.4752 21.1150 21.1275
H -3.0666 19.9439 19.9299
*
```



Record 4
C30H42IrN2S2Se | ωB97M-V/def2-TZVPD

Calculated values
**Largest force on an atom**: 0.75 eV Å⁻¹
**E**: -4579.980672 Eh

The geometry in ORCA input format:
```
! RIJCOSX wB97M-V def2-TZVPD def2/J DEFGRID3
* xyz -2 6
Ir -0.6359 0.0436 0.2995
C 0.5721 -3.5705 3.5944
C -0.1137 -2.5090 2.7408
S 0.8365 -1.8815 1.4146
C -1.3689 -2.1010 3.0000
C -2.1751 -2.6535 4.1555
S -2.2242 -0.8990 2.0462
H 1.5504 -3.7985 3.1749
H -0.0045 -4.5027 3.6313
H 0.7222 -3.2343 4.6274
H -1.6136 -3.3739 4.7550
H -3.0860 -3.1439 3.7917
H -2.5016 -1.8395 4.8135
C 2.0038 0.0030 4.1508
C 1.0609 0.8511 3.2974
C -0.1771 1.2864 4.0831
C 1.7672 2.0464 2.6795
C 2.3245 3.0025 3.5217
C 2.9913 4.1123 3.0273
C 3.0522 4.2857 1.6557
C 2.4876 3.3717 0.7625
C 2.4997 3.8035 -0.7066
C 1.1338 3.7137 -1.3857
C 3.6132 3.1741 -1.5575
C 1.8861 2.1949 1.2811
N 1.4124 1.1621 0.4525
C 2.2936 0.4973 -0.2800
C 1.9477 -0.4769 -1.2236
N 0.6970 -0.8367 -1.5005
C 0.5336 -1.7418 -2.5566
C 1.1753 -1.5422 -3.8069
C 1.1549 -2.5697 -4.7550
C 0.4500 -3.7407 -4.5583
C -0.3048 -3.8580 -3.3966
C -0.2982 -2.8843 -2.4071
C -1.2153 -3.0644 -1.2128
C -1.2288 -4.4789 -0.6337
C -2.6304 -2.5907 -1.5570
C 1.7569 -0.2178 -4.3243
C 1.0582 1.0421 -3.8211
C 3.2836 -0.0896 -4.2111
H 1.4660 -0.8704 4.5300
H 2.3995 0.5666 5.0046
H 2.8427 -0.3592 3.5516
H 0.7194 0.2058 2.4943
H 0.0891 1.9266 4.9344
H -0.7081 0.4055 4.4536
H -0.8668 1.8305 3.4344
H 2.2389 2.8634 4.5942
H 3.4360 4.8387 3.6985
H 3.5219 5.1787 1.2510
H 2.7358 4.8706 -0.6597
H 0.7371 2.7016 -1.4022
H 1.2049 4.0753 -2.4174
H 0.3984 4.3235 -0.8556
H 3.3593 2.1586 -1.8609
H 4.5573 3.1407 -1.0056
H 3.7670 3.7658 -2.4672
H 3.3588 0.6797 -0.1270
H 2.7695 -0.9999 -1.7122
H 1.6720 -2.4081 -5.6993
H 0.4509 -4.5247 -5.3078
H -0.9195 -4.7391 -3.2508
H -0.8525 -2.4323 -0.4161
H -1.8077 -5.1760 -1.2523
H -1.6878 -4.4455 0.3581
H -0.2134 -4.8671 -0.5211
H -3.0493 -3.1816 -2.3826
H -2.6263 -1.5347 -1.8407
H -3.2768 -2.6914 -0.6801
H 1.5411 -0.2572 -5.3953
H 1.2896 1.2526 -2.7825
H -0.0286 0.9522 -3.8988
H 1.3822 1.9013 -4.4210
H 3.5837 0.2143 -3.2053
H 3.6523 0.6703 -4.9097
H 3.7764 -1.0371 -4.4431
Se -2.0532 1.6710 -0.6126
*
```



Record 5
C30H42N2O2P2Sn | ωB97M-V/def2-TZVPD

Calculated values
**Relative energy (zero: lowest compared OMol25 entry of this formula, charge and spin)**: 113.2 kcal/mol
**Largest force on an atom**: 2.49 eV Å⁻¹
**E**: -2325.139446 Eh

The geometry in ORCA input format:
```
! RIJCOSX wB97M-V def2-TZVPD def2/J DEFGRID3
* xyz 0 1
P 1.9777 3.5219 -3.4338
P 2.9846 0.3061 -4.3051
C 3.5577 2.9798 -4.2710
C 3.1984 1.9006 -5.2622
H 4.2249 2.6039 -3.4756
H 4.0407 3.8491 -4.7266
H 2.2323 2.1081 -5.7568
H 3.9560 1.7718 -6.0453
C 4.8312 0.0207 -4.0467
H 5.0737 -1.0650 -3.9270
H 5.2966 0.6165 -3.2482
H 5.2703 0.3546 -5.0133
C 3.0621 -0.8195 -5.7393
H 4.1178 -0.9922 -5.9612
H 2.5806 -0.3820 -6.6159
H 2.6121 -1.7672 -5.4323
C 2.9128 5.0144 -2.8156
H 2.3292 5.5690 -2.0764
H 3.0774 5.6850 -3.6742
H 3.9112 4.7616 -2.4506
C 1.3336 4.5721 -4.8383
H 1.1481 4.0468 -5.7817
H 2.0851 5.3490 -5.0493
H 0.4212 5.0731 -4.4867
Sn -0.4510 -0.3813 -3.3519
C 4.3513 -0.2735 0.6762
C 5.3976 0.5391 0.5115
C 5.4616 1.8050 1.3649
C 4.3302 2.0175 2.3773
C 3.3399 3.0083 1.7629
C 2.9714 2.9242 0.4605
C 2.8828 1.5855 -0.3000
C 2.9629 0.3295 0.6207
C -1.2928 0.9781 -1.8266
H 4.3179 -1.3492 1.0251
H 6.2015 0.4037 -0.2593
H 5.4333 2.6565 0.6805
H 6.4499 1.8957 1.8309
H 3.7830 1.1041 2.7310
H 4.7785 2.3765 3.3087
H 2.8905 3.7886 2.4194
H 2.6939 3.8260 -0.1499
H 3.6532 1.5470 -1.0805
H 1.9461 1.5757 -0.8971
H 2.6380 0.6810 1.6197
H 2.1749 -0.3733 0.3276
H -2.2283 1.4367 -2.1455
H -0.4484 1.6387 -1.5244
H -1.6685 0.3121 -1.0141
O -0.7752 -2.2394 -2.0437
C -1.3594 -2.2824 -0.9070
N -1.1432 -3.3202 0.0116
C -2.0907 -3.1597 1.1003
C -2.3411 -1.6352 0.9391
O -2.6290 -0.8566 1.8457
N -2.1124 -1.3125 -0.3784
C -3.3570 -4.0071 0.8242
C -4.6097 -3.4302 0.5588
C -5.7088 -4.2774 0.3219
C -5.5371 -5.6682 0.2885
C -4.2725 -6.2263 0.5493
C -3.1797 -5.3949 0.7816
C -1.5270 -3.4712 2.5003
C -2.3984 -3.6816 3.5928
C -1.8957 -4.1227 4.8272
C -0.5155 -4.2789 5.0195
C 0.3500 -3.9442 3.9667
C -0.1430 -3.5201 2.7144
H -0.8719 -4.2578 -0.2780
H -4.7456 -2.3364 0.5385
H -6.6847 -3.8210 0.1167
H -6.3784 -6.3077 0.0415
H -4.1302 -7.2951 0.5400
H -2.1831 -5.8169 0.9374
H -3.4769 -3.5202 3.4688
H -2.5842 -4.3636 5.6360
H -0.1216 -4.6506 5.9699
H 1.4345 -4.0323 4.1039
H 0.5555 -3.2522 1.8958
*
```



Look up the E of the fourth one.
-4579.980672 Eh